Below is a 2-piece molecular cluster, C4H11NO overall in a non-equilibrium geometry, with properties calculated with wB97M-V/def2-TZVPD.

Kohn-Sham gap: 10.67 eV
Net charge: 0
SMILES: CC(N)=O.CC
HOMO level: -9.8 eV
LUMO: 0.8 eV

Geometry (Å):
C  1.22085  -0.84229  1.92153
C  0.87918  -1.12020  0.44577
O  -0.30089  -1.29725  0.13429
N  1.83425  -0.98320  -0.51027
H  0.69044  -1.55546  2.48562
H  0.84497  0.09107  2.13342
H  1.60704  -0.98298  -1.49764
H  2.71687  -0.64506  -0.25827
H  2.21657  -0.93226  2.39778
C  -2.21896  2.44348  -0.98809
C  -1.25046  1.25043  -0.90904
H  -2.85902  2.53048  0.01513
H  -1.64623  3.35043  -1.15878
H  -2.86045  2.21939  -1.85485
H  -0.43674  1.18031  -1.72454
H  -1.87025  0.28739  -0.79820
H  -0.61948  1.32850  -0.06309

Cartesian forces (eV/Å) of the 6 atoms listed first:
C 1.6 -1.9 -0.7
C -1.4 0.6 -0.4
O 1.5 -0.4 0.6
N -0.5 -0.4 -0.1
H -1.2 -0.8 0.6
H -0.9 2.2 0.5



Below is C16H17N2O2Rh as an isolated structure, with properties calculated with wB97M-V/def2-TZVPD.

Kohn-Sham gap: 8.13 eV
Net charge: 0
HOMO level: -8.2 eV
LUMO: -0.1 eV

Geometry (Å):
Rh  0.24523  1.19321  0.56008
C  -0.28772  -0.29097  2.07511
C  1.03839  0.12425  2.25697
C  1.02022  1.51325  2.67677
C  -0.30550  1.93369  2.65842
C  -1.13281  0.83233  2.24181
H  -0.60945  -1.28076  1.80046
H  1.91705  -0.49737  2.18124
H  1.86899  2.12879  2.92975
H  -0.64798  2.93654  2.85732
H  -2.20653  0.85488  2.15939
N  2.14495  1.34746  -0.40618
C  2.24932  1.79982  -1.81573
C  1.49590  3.11122  -1.99031
C  -0.02155  2.92043  -1.82105
O  -0.74219  2.98591  -2.79715
O  -0.44904  2.72743  -0.60668
H  2.63429  2.02113  0.17496
H  2.62482  0.46152  -0.29060
H  1.81780  1.03271  -2.45503
H  3.30491  1.89754  -2.08028
H  1.68975  3.50074  -2.98765
H  1.85745  3.83786  -1.25694
C  -0.45080  0.03173  -1.03158
C  -0.91061  -1.33442  -0.67989
C  -0.01477  -2.40676  -0.63354
C  -0.42490  -3.67081  -0.25380
C  -1.75941  -3.89190  0.08521
C  -2.67372  -2.84161  0.01908
C  -2.24951  -1.58232  -0.36415
C  -2.18657  -5.20123  0.49420
N  -2.52417  -6.24710  0.83173
H  -1.25648  0.62522  -1.46384
H  0.31496  -0.05237  -1.80618
H  1.02482  -2.24246  -0.89490
H  0.27944  -4.49132  -0.21984
H  -3.71218  -3.01806  0.26578
H  -2.96242  -0.76818  -0.41296

Cartesian forces (eV/Å) of the 6 atoms listed first:
Rh 0.4 -0.8 0.0
C -0.3 -0.3 -0.1
C 0.5 0.3 0.2
C 0.0 0.0 0.1
C -0.1 0.1 -0.1
C -0.2 0.4 -0.1



Below is C35H48O2P3ReSb as an isolated structure in a non-equilibrium geometry, with properties calculated with wB97M-V/def2-TZVPD.

Kohn-Sham gap (alpha / beta): 6.69 / 3.07 eV
Spin multiplicity: 4
Net charge: +4
<S²>: 3.806
HOMO level (alpha / beta): -18.4 / -18.3 eV
LUMO (alpha / beta): -11.7 / -15.2 eV

Geometry (Å):
P  2.46944  -0.29494  -1.52640
C  3.32924  -0.58104  0.15320
H  4.41264  -0.61384  0.03890
H  3.02394  -1.53214  0.58870
H  3.09984  0.21036  0.86480
C  3.27114  -1.85574  -2.25520
H  3.29214  -1.83514  -3.34320
H  2.72244  -2.74014  -1.93070
H  4.30434  -1.95604  -1.92280
C  3.73444  1.03206  -2.02870
H  4.74564  0.62566  -2.01330
H  3.69964  1.86716  -1.32920
H  3.54614  1.43056  -3.02330
P  -0.83676  2.94236  -1.99340
C  -0.93356  4.13976  -0.51030
H  -1.44646  5.06176  -0.78320
H  0.06354  4.41696  -0.16940
H  -1.47306  3.70266  0.32820
C  0.07734  4.23936  -3.03880
H  -0.00526  4.03806  -4.10530
H  1.13264  4.25906  -2.76490
H  -0.33446  5.23496  -2.87400
C  -2.64156  3.28436  -2.48230
H  -2.79856  4.34846  -2.65810
H  -3.31216  2.97586  -1.68030
H  -2.93756  2.74726  -3.38090
P  -2.01826  -1.52434  -1.52720
C  -2.92936  -1.89844  0.10770
H  -3.49306  -2.82884  0.03870
H  -3.64246  -1.10954  0.34530
H  -2.23706  -1.99794  0.94230
C  -3.64876  -1.55864  -2.50170
H  -4.30636  -2.34774  -2.13740
H  -3.48636  -1.74884  -3.56110
H  -4.16656  -0.60574  -2.39060
C  -1.44976  -3.33014  -1.69920
H  -2.30626  -4.00434  -1.70770
H  -0.81646  -3.60594  -0.85600
H  -0.87696  -3.50154  -2.60790
Re  -0.13106  0.39026  -1.53250
C  0.98994  1.70686  -0.20650
O  1.57334  2.37246  0.51200
C  -1.75756  0.97076  -0.20240
O  -2.58516  1.28846  0.51420
C  -1.38416  0.07196  -4.88060
C  -0.71886  -1.10874  -4.85070
C  0.60334  -1.17754  -4.67360
C  1.29374  -0.03484  -4.90970
C  0.70384  1.16346  -4.93470
C  -0.64066  1.15866  -5.10570
H  -2.45156  0.12026  -5.02190
H  -1.26826  -2.02684  -4.97500
H  1.08514  -2.14154  -4.65060
H  2.35574  -0.08654  -5.08180
H  1.29904  2.04396  -5.11600
H  -1.13396  2.05816  -5.43410
C  0.57914  3.47986  4.23740
C  1.72164  2.76386  3.88430
C  1.61554  1.59056  3.12540
C  0.35904  1.09596  2.71150
C  -0.77226  1.86406  3.06210
C  -0.66786  3.03006  3.82140
Sb  0.12624  -0.73304  1.40680
C  1.69554  -1.92754  2.44340
C  2.08304  -3.19214  1.96040
C  3.05664  -3.94234  2.63730
C  3.62914  -3.46114  3.81410
C  3.21684  -2.23864  4.33570
C  2.25404  -1.48924  3.66360
C  -1.55686  -1.09764  2.91820
C  -1.19906  -2.02134  3.92530
C  -2.09696  -2.42704  4.91440
C  -3.39116  -1.92344  4.92900
C  -3.78526  -1.01484  3.95210
C  -2.88676  -0.60854  2.95940
H  0.65784  4.38876  4.82030
H  2.69374  3.12656  4.18970
H  2.52574  1.08606  2.84700
H  -1.75256  1.59206  2.75300
H  -1.56006  3.59016  4.07720
H  1.64494  -3.57894  1.05190
H  3.36744  -4.90334  2.24790
H  4.37884  -4.03764  4.34300
H  3.63374  -1.87074  5.26630
H  1.93984  -0.58484  4.13660
H  -0.22156  -2.46184  3.95600
H  -1.78666  -3.14304  5.66540
H  -4.08996  -2.24434  5.69110
H  -4.79726  -0.63034  3.95660
H  -3.27506  0.06936  2.24070

Cartesian forces (eV/Å) of the 6 atoms listed first:
P 3.0 -1.0 -0.7
C -1.1 0.3 -0.2
H -0.1 0.1 -0.3
H 0.0 0.0 -0.2
H 0.0 0.1 0.1
C -0.7 0.6 -0.2



Question: Which value of net charge does entry 1 give?
Answer: 0